The following is a quantum chemistry calculation of C22H30N5PdSb as an isolated structure in a non-equilibrium geometry, from the OMol25 dataset.

The value obtained for the molar mass is 592.697 g/mol. Its frontier orbital gap (alpha / beta) is 6.621 / 6.624 eV. The value obtained for the LUMO energy (alpha / beta) is -0.274 / -0.274 hartree. As for the net charge: +2.

Last column: Löwdin charge in e.
Atoms and positions in Å:
Pd 0.73 -0.53 -0.64  0.639
C 3.48 -0.75 0.56  -0.074
N 2.89 -0.42 -0.76  -0.119
C 3.34 0.84 -1.43  -0.078
C 2.24 1.86 -1.47  -0.309
N 0.96 1.57 -1.44  0.080
C 0.30 2.80 -1.52  -0.207
C -1.06 3.11 -1.45  -0.010
C -1.42 4.43 -1.55  -0.053
C -0.45 5.45 -1.69  -0.052
C 0.89 5.16 -1.73  0.007
C 1.25 3.82 -1.64  -0.170
N 2.48 3.18 -1.59  0.186
C 2.43 -0.81 1.63  -0.291
N 1.13 -0.72 1.42  0.045
C 0.52 -0.82 2.67  -0.216
C -0.80 -0.64 3.05  -0.031
C -1.10 -0.74 4.39  -0.047
C -0.10 -0.99 5.35  -0.046
C 1.23 -1.11 4.99  0.013
C 1.52 -1.00 3.63  -0.163
N 2.71 -0.99 2.93  0.194
H 4.25 -0.03 0.84  0.139
H 3.95 -1.73 0.49  0.147
H 3.17 -1.17 -1.38  0.128
H 3.61 0.59 -2.45  0.146
H 4.23 1.24 -0.94  0.134
H -1.79 2.33 -1.32  0.073
H -2.46 4.71 -1.50  0.115
H -0.78 6.48 -1.76  0.118
H 1.63 5.94 -1.82  0.124
H 3.38 3.63 -1.65  0.181
H -1.56 -0.38 2.33  0.085
H -2.12 -0.61 4.73  0.119
H -0.37 -1.06 6.39  0.121
H 2.00 -1.25 5.73  0.126
H 3.63 -1.06 3.34  0.186
C -3.60 0.50 -2.37  -0.176
C -3.38 0.11 -0.92  -0.395
Sb -1.70 -1.20 -0.65  1.500
C -1.53 -2.31 -2.47  -0.381
C -0.09 -2.77 -2.66  -0.197
C -2.29 -2.67 0.79  -0.387
C -1.18 -3.69 1.05  -0.164
H -4.45 1.18 -2.43  0.090
H -3.83 -0.37 -2.99  0.071
H -2.74 1.01 -2.82  0.061
H -4.22 -0.48 -0.54  0.066
H -3.25 0.96 -0.24  0.047
H -1.86 -1.65 -3.27  0.053
H -2.22 -3.16 -2.44  0.074
H 0.59 -1.90 -2.67  0.033
H 0.03 -3.27 -3.61  0.089
H 0.23 -3.45 -1.88  0.062
H -3.17 -3.15 0.35  0.070
H -2.61 -2.16 1.69  0.040
H -1.03 -4.34 0.19  0.071
H -1.44 -4.32 1.90  0.088
H -0.23 -3.20 1.29  0.044

The following is a quantum chemistry calculation of C36H31AsClN2O5PRuS as an isolated structure in a non-equilibrium geometry, from the OMol25 dataset.

The value obtained for the molar mass is 846.139 g/mol. Its frontier orbital gap (alpha / beta) is 6.084 / 5.855 eV. The value obtained for the LUMO energy (alpha / beta) is 0.056 / 0.050 hartree. As for the spin multiplicity: 2. As for the net charge: -1.

Last column: Löwdin charge in e.
Atoms and positions in Å:
Ru 0.15 -0.33 -0.29  0.718
O -2.14 2.09 2.70  0.118
C -1.53 1.18 1.88  -0.407
O -1.04 1.59 0.81  0.006
C -1.54 -0.17 2.31  -0.149
C -2.08 -0.63 3.53  0.017
C -2.05 -1.97 3.82  -0.037
C -1.49 -2.87 2.89  0.039
C -0.97 -2.36 1.72  -0.168
N -0.97 -1.07 1.43  0.070
C -0.35 -3.27 0.65  -0.646
O -0.31 -4.48 0.83  0.023
O 0.10 -2.65 -0.36  -0.135
H -2.08 2.94 2.24  0.130
H -2.51 0.09 4.21  0.116
H -2.45 -2.34 4.75  0.105
H -1.48 -3.93 3.06  0.117
C 2.36 -1.39 1.30  -0.071
C 1.45 -0.17 1.24  -0.574
O 1.47 0.69 2.07  -0.016
H 3.30 -1.09 1.75  0.070
H 2.53 -1.83 0.33  0.048
H 1.88 -2.13 1.95  0.072
Cl -1.78 -0.33 -1.66  -0.005
S -2.27 1.71 -3.17  0.498
C -3.67 2.02 -2.39  -0.950
N -4.68 2.26 -1.88  0.031
C 1.38 2.05 -3.07  -0.390
C 1.16 1.21 -4.32  -0.428
As 2.15 1.83 -5.92  1.304
C 3.98 1.76 -5.17  -0.402
C 4.74 0.63 -5.48  -0.131
C 6.05 0.51 -5.05  -0.111
C 6.63 1.52 -4.31  -0.111
C 5.88 2.64 -3.97  -0.092
C 4.57 2.75 -4.41  -0.133
C 1.93 3.77 -5.87  -0.419
C 2.93 4.54 -6.46  -0.149
C 2.81 5.90 -6.61  -0.096
C 1.65 6.53 -6.18  -0.102
C 0.64 5.79 -5.60  -0.087
C 0.78 4.42 -5.44  -0.102
P 1.57 1.04 -1.52  0.951
C 2.95 -0.05 -2.00  -0.345
C 2.56 -1.34 -2.38  -0.133
C 3.50 -2.29 -2.73  -0.072
C 4.85 -1.97 -2.67  -0.089
C 5.25 -0.70 -2.31  -0.103
C 4.31 0.27 -2.00  -0.094
C 2.14 2.39 -0.44  -0.344
C 1.19 3.40 -0.26  -0.108
C 1.47 4.48 0.55  -0.081
C 2.70 4.56 1.20  -0.095
C 3.61 3.54 1.07  -0.085
C 3.33 2.44 0.27  -0.091
H 0.55 2.74 -2.92  0.041
H 2.30 2.63 -3.13  0.062
H 0.09 1.16 -4.56  0.020
H 1.49 0.18 -4.17  0.042
H 4.29 -0.16 -6.08  0.092
H 6.62 -0.38 -5.30  0.106
H 7.66 1.44 -3.99  0.101
H 6.32 3.42 -3.37  0.104
H 4.02 3.65 -4.15  0.100
H 3.83 4.04 -6.81  0.097
H 3.61 6.47 -7.06  0.099
H 1.54 7.60 -6.32  0.096
H -0.27 6.28 -5.26  0.102
H -0.03 3.86 -4.99  0.093
H 1.50 -1.60 -2.37  0.086
H 3.19 -3.28 -3.02  0.106
H 5.59 -2.72 -2.91  0.098
H 6.30 -0.46 -2.27  0.098
H 4.62 1.28 -1.76  0.089
H 0.22 3.29 -0.72  0.096
H 0.74 5.26 0.69  0.100
H 2.92 5.41 1.83  0.095
H 4.55 3.57 1.60  0.099
H 4.03 1.62 0.22  0.096

The following is a quantum chemistry calculation of a 2-piece molecular cluster, C16H17NO overall, from the OMol25 dataset.

The value obtained for the molar mass is 239.318 g/mol. Its frontier orbital gap is 8.602 eV. The value obtained for the LUMO energy is 0.025 hartree. Its SMILES is Cc1c[nH]c2ccccc12.Cc1ccc(O)cc1.

Last column: Löwdin charge in e.
Atoms and positions in Å:
C 3.12 -0.06 -1.56  -0.044
C 2.01 -0.88 -0.96  -0.236
C 0.88 -1.29 -1.60  -0.086
N 0.09 -2.03 -0.76  0.085
C 0.70 -2.14 0.45  -0.225
C 0.33 -2.81 1.61  -0.030
C 1.18 -2.79 2.70  -0.096
C 2.39 -2.08 2.63  -0.102
C 2.78 -1.42 1.48  -0.029
C 1.94 -1.45 0.36  -0.140
H 3.55 0.59 -0.80  0.075
H 2.71 0.55 -2.36  0.067
H 3.94 -0.66 -1.96  0.078
H 0.61 -1.03 -2.62  0.126
H -0.83 -2.33 -1.00  0.146
H -0.62 -3.34 1.66  0.107
H 0.92 -3.30 3.61  0.095
H 3.03 -2.06 3.50  0.095
H 3.71 -0.86 1.46  0.107
C -2.39 0.94 1.92  -0.053
C -2.21 1.47 0.53  -0.281
C -1.06 1.19 -0.21  -0.043
C -0.88 1.72 -1.48  -0.027
C -1.85 2.52 -2.06  -0.329
O -1.70 3.02 -3.31  0.044
C -3.02 2.79 -1.35  -0.015
C -3.16 2.30 -0.07  -0.050
H -3.32 1.30 2.36  0.071
H -1.56 1.23 2.56  0.080
H -2.47 -0.15 1.93  0.075
H -0.27 0.59 0.24  0.106
H 0.06 1.53 -1.99  0.101
H -0.78 3.00 -3.60  0.105
H -3.76 3.42 -1.82  0.116
H -4.07 2.51 0.48  0.109

The following is a quantum chemistry calculation of a 2-piece molecular cluster, C6H13NOS2 overall, from the OMol25 dataset.

The value obtained for the molar mass is 179.310 g/mol. Its frontier orbital gap is 9.046 eV. The value obtained for the LUMO energy is 0.025 hartree. Its SMILES is C1CSCSC1.CC(N)=O.

Last column: Löwdin charge in e.
Atoms and positions in Å:
C -2.33 0.42 1.82  -0.323
C -1.33 1.21 0.98  -0.515
S 0.24 1.54 1.82  0.785
C 0.72 -0.17 2.12  -0.825
S -0.41 -1.11 3.17  0.795
C -1.87 -1.01 2.11  -0.515
H -2.52 0.95 2.78  0.111
H -3.29 0.37 1.27  0.115
H -1.74 2.21 0.73  0.078
H -1.13 0.68 0.03  0.072
H 0.86 -0.70 1.16  0.034
H 1.70 -0.15 2.63  0.038
H -1.67 -1.55 1.16  0.087
H -2.66 -1.57 2.65  0.077
C 1.86 -0.71 -3.64  -0.022
C 1.31 -0.33 -2.28  -0.597
N 1.81 0.83 -1.77  0.146
O 0.49 -1.01 -1.68  0.020
H 1.40 -1.65 -3.97  0.086
H 2.95 -0.84 -3.60  0.084
H 1.63 0.07 -4.39  0.084
H 2.50 1.39 -2.27  0.111
H 1.48 1.13 -0.85  0.074